{"formula": "C7H12N2O5", "method": "ωB97M-V with the def2-TZVPD basis set", "symbols": ["N", "C", "C", "C", "C", "O", "O", "C", "O", "N", "C", "C", "O", "O", "H", "H", "H", "H", "H", "H", "H", "H", "H", "H", "H", "H"], "xyz": [[2.035, -2.309, 0.464], [0.792, -1.593, 0.604], [0.955, -0.408, 1.581], [1.964, 0.648, 1.145], [1.551, 1.552, 0.013], [0.439, 1.729, -0.429], [2.541, 2.313, -0.412], [0.293, -1.204, -0.858], [1.063, -1.161, -1.797], [-1.007, -0.856, -1.015], [-2.130, -0.950, -0.087], [-2.844, 0.352, 0.233], [-3.888, 0.386, 0.771], [-2.218, 1.430, -0.226], [2.602, -1.770, -0.184], [1.763, -3.123, -0.105], [0.028, -2.278, 1.006], [0.012, 0.123, 1.837], [1.383, -0.817, 2.522], [2.967, 0.290, 0.905], [2.168, 1.350, 1.988], [2.080, 2.823, -1.162], [-1.208, -0.550, -1.964], [-1.786, -1.417, 0.838], [-2.909, -1.647, -0.464], [-1.259, 1.215, -0.406]], "atomic_forces_ev_per_a": [[-0.24, -0.74, -0.37], [-0.93, 0.40, -0.71], [0.22, 0.19, 0.35], [0.32, 0.75, 0.15], [-0.36, 0.03, 0.82], [-0.32, -0.47, -0.05], [-0.39, 1.10, -1.95], [0.05, 0.50, 1.31], [0.20, -0.08, 0.10], [-0.82, 0.11, -0.24], [0.11, -1.28, -0.13], [1.81, 0.08, -1.24], [-1.80, -0.06, 1.00], [0.76, 0.15, 0.11], [0.18, -0.03, -0.01], [0.65, 0.15, 0.41], [0.37, 0.17, 0.07], [0.38, -0.56, -0.29], [-0.54, 0.02, -0.54], [-0.15, -0.40, -0.01], [-0.28, -0.39, -0.43], [1.22, -0.60, 1.33], [-0.06, -0.17, 0.21], [-0.07, 0.23, 0.02], [0.43, 0.42, 0.05], [-0.74, 0.48, 0.06]], "de_lowest_kcal_mol": 5.3, "smiles": "N[C@@H](CCC(=O)O)C(=O)NCC(=O)O"}